Density functional theory data (ωB97M-V/def2-TZVPD) for a cluster of 7 separate species, C18H48N2O7 in total.

Last columns: bonded neighbours and bond lengths (Å).
Cartesian coordinates (Å):
1 C -14.592 3.552 -10.702  C2 1.550, H12 1.090, H13 1.090, H14 1.090
2 C -15.251 2.328 -10.018  C1 1.550, C3 1.525, C4 1.557, N10 1.497
3 C -14.835 1.097 -10.816  C2 1.525, H15 1.090, H16 1.090, H17 1.090
4 C -14.577 2.166 -8.623  C2 1.557, C5 1.546, H18 1.090, H19 1.090
5 C -15.441 1.177 -7.808  C4 1.546, C6 1.521, H20 1.090, H21 1.090
6 C -16.923 1.499 -7.695  C5 1.521, C7 1.498, H22 1.090, H23 1.090
7 C -17.576 1.639 -9.036  C6 1.498, C8 1.518, C9 1.575, N10 1.468
8 C -17.870 0.286 -9.660  C7 1.518, H24 1.090, H25 1.090, H26 1.090
9 C -18.906 2.444 -8.787  C7 1.575, H27 1.090, H28 1.090, H29 1.090
10 N -16.737 2.473 -9.904  C2 1.497, C7 1.468, O11 1.405
11 O -17.353 2.782 -11.128  N10 1.405, H30 0.960
12 H -14.716 4.411 -10.043  C1 1.090
13 H -13.555 3.259 -10.863  C1 1.090
14 H -14.966 3.821 -11.689  C1 1.090
15 H -14.794 0.176 -10.234  C3 1.090
16 H -15.588 0.850 -11.565  C3 1.090
17 H -13.814 1.119 -11.197  C3 1.090
18 H -13.593 1.706 -8.710  C4 1.090
19 H -14.502 3.166 -8.196  C4 1.090
20 H -15.340 0.200 -8.282  C5 1.090
21 H -15.145 1.091 -6.762  C5 1.090
22 H -17.074 2.403 -7.105  C6 1.090
23 H -17.447 0.704 -7.164  C6 1.090
24 H -18.336 0.530 -10.614  C8 1.090
25 H -18.611 -0.310 -9.127  C8 1.090
26 H -16.936 -0.256 -9.809  C8 1.090
27 H -19.777 2.196 -9.394  C9 1.090
28 H -18.791 3.518 -8.938  C9 1.090
29 H -19.265 2.423 -7.758  C9 1.090
30 H -17.543 3.723 -11.126  O11 0.960
31 C -13.708 2.738 -2.611  C32 1.496, H42 1.090, H43 1.090, H44 1.090
32 C -15.079 3.196 -2.995  C31 1.496, C33 1.574, C34 1.540, N40 1.493
33 C -15.105 3.801 -4.447  C32 1.574, H45 1.090, H46 1.090, H47 1.090
34 C -16.073 2.022 -2.942  C32 1.540, C35 1.510, H48 1.090, H49 1.090
35 C -16.718 1.830 -1.590  C34 1.510, C36 1.515, H50 1.090, H51 1.090
36 C -17.322 3.130 -1.101  C35 1.515, C37 1.477, H52 1.090, H53 1.090
37 C -16.340 4.219 -0.922  C36 1.477, C38 1.519, C39 1.544, N40 1.530
38 C -17.137 5.505 -0.791  C37 1.519, H54 1.090, H55 1.090, H56 1.090
39 C -15.506 4.059 0.368  C37 1.544, H57 1.090, H58 1.090, H59 1.090
40 N -15.510 4.383 -2.197  C32 1.493, C37 1.530, O41 1.391
41 O -14.565 5.403 -2.158  N40 1.391, H60 0.960
42 H -13.394 1.959 -3.305  C31 1.090
43 H -12.988 3.550 -2.497  C31 1.090
44 H -13.774 2.243 -1.642  C31 1.090
45 H -14.464 4.659 -4.652  C33 1.090
46 H -14.712 3.086 -5.169  C33 1.090
47 H -16.073 4.124 -4.832  C33 1.090
48 H -16.901 2.126 -3.644  C34 1.090
49 H -15.596 1.059 -3.126  C34 1.090
50 H -17.440 1.014 -1.616  C35 1.090
51 H -15.988 1.535 -0.837  C35 1.090
52 H -17.649 2.855 -0.099  C36 1.090
53 H -18.169 3.432 -1.717  C36 1.090
54 H -17.808 5.619 -1.643  C38 1.090
55 H -16.575 6.419 -0.602  C38 1.090
56 H -17.843 5.373 0.028  C38 1.090
57 H -16.145 4.057 1.252  C39 1.090
58 H -14.865 4.937 0.446  C39 1.090
59 H -14.843 3.196 0.418  C39 1.090
60 H -13.915 5.059 -1.540  O41 0.960
61 O -17.163 7.375 -8.957  H62 0.957, H63 0.957
62 H -17.378 7.989 -8.255  O61 0.957
63 H -16.760 6.631 -8.509  O61 0.957
64 O -19.514 6.012 -7.415  H65 0.957, H66 0.957
65 H -18.847 5.983 -8.102  O64 0.957
66 H -19.236 6.725 -6.841  O64 0.957
67 O -16.608 4.906 -7.950  H68 0.957, H69 0.957
68 H -16.464 4.026 -8.298  O67 0.957
69 H -16.952 4.762 -7.069  O67 0.957
70 O -17.012 6.775 -4.020  H71 0.957, H72 0.957
71 H -17.004 5.956 -4.515  O70 0.957
72 H -16.738 6.526 -3.138  O70 0.957
73 O -18.366 4.259 -5.715  H74 0.957, H75 0.957
74 H -18.984 3.785 -5.159  O73 0.957
75 H -18.918 4.737 -6.334  O73 0.957

For the HOMO-LUMO gap, the calculation gives 8.880 eV. As for the molar mass: 404.59 g/mol. The HOMO energy comes out at -8.5 eV. Its max |F| is 3.03 eV/A. Its net charge is 0.

=====

Density functional theory data (ωB97M-V/def2-TZVPD) for a cluster of 5 separate species, C18H48N2O7 in total.

Last columns: bonded neighbours and bond lengths (Å).
Cartesian coordinates (Å):
1 C 1.465 0.514 2.888  C2 1.537, H4 1.090, H5 1.090, H6 1.090
2 C 1.471 1.200 1.513  C1 1.537, O3 1.394, H7 1.090, H8 1.090
3 O 1.105 0.346 0.473  C2 1.394, H9 0.960
4 H 0.484 0.572 3.361  C1 1.090
5 H 2.193 1.041 3.504  C1 1.090
6 H 1.721 -0.532 2.719  C1 1.090
7 H 2.499 1.476 1.277  C2 1.090
8 H 0.812 2.068 1.534  C2 1.090
9 H 0.167 0.418 0.280  O3 0.960
10 C -2.603 0.723 1.453  C11 1.587, H13 1.090, H14 1.090, H15 1.090
11 C -2.592 0.217 -0.052  C10 1.587, O12 1.474, H16 1.090, H17 1.090
12 O -1.357 0.727 -0.677  C11 1.474, H18 0.960
13 H -3.078 0.031 2.149  C10 1.090
14 H -2.934 1.741 1.661  C10 1.090
15 H -1.608 0.642 1.891  C10 1.090
16 H -3.393 0.605 -0.680  C11 1.090
17 H -2.572 -0.870 0.020  C11 1.090
18 H -1.594 1.364 -1.355  O12 0.960
19 C -1.714 2.960 -5.081  C20 1.521, H22 1.090, H23 1.090, H24 1.090
20 C -1.760 3.298 -3.598  C19 1.521, O21 1.372, H25 1.090, H26 1.090
21 O -0.850 2.529 -2.919  C20 1.372, H27 0.960
22 H -1.946 1.907 -5.238  C19 1.090
23 H -0.770 3.269 -5.531  C19 1.090
24 H -2.436 3.481 -5.709  C19 1.090
25 H -2.803 3.291 -3.279  C20 1.090
26 H -1.608 4.371 -3.479  C20 1.090
27 H -0.069 2.309 -3.431  O21 0.960
28 C -3.450 -4.715 1.216  O29 1.377, H37 1.090, H38 1.090, H39 1.090
29 O -2.679 -3.972 2.082  C28 1.377, C30 1.460
30 C -1.325 -3.883 1.542  O29 1.460, C31 1.518, H40 1.090, H41 1.090
31 C -0.578 -3.060 2.576  C30 1.518, N32 1.540, H42 1.090, H43 1.090
32 N -0.389 -3.770 3.930  C31 1.540, C33 1.467, H44 1.010
33 C 0.336 -2.785 4.740  N32 1.467, C34 1.554, H45 1.090, H46 1.090
34 C -0.596 -1.985 5.691  C33 1.554, O35 1.387, H47 1.090, H48 1.090
35 O -0.985 -0.745 5.207  C34 1.387, C36 1.430
36 C -1.571 0.102 6.198  O35 1.430, H49 1.090, H50 1.090, H51 1.090
37 H -3.015 -5.665 0.906  C28 1.090
38 H -3.577 -4.264 0.231  C28 1.090
39 H -4.437 -4.894 1.644  C28 1.090
40 H -1.256 -3.291 0.629  C30 1.090
41 H -0.999 -4.913 1.397  C30 1.090
42 H -1.063 -2.106 2.780  C31 1.090
43 H 0.387 -2.791 2.146  C31 1.090
44 H -1.300 -3.762 4.366  N32 1.010
45 H 0.930 -2.078 4.162  C33 1.090
46 H 1.064 -3.452 5.202  C33 1.090
47 H 0.019 -1.831 6.577  C34 1.090
48 H -1.478 -2.492 6.084  C34 1.090
49 H -0.850 0.876 6.461  C36 1.090
50 H -2.082 -0.402 7.018  C36 1.090
51 H -2.295 0.777 5.742  C36 1.090
52 C 0.868 -2.522 -5.020  O53 1.419, H61 1.090, H62 1.090, H63 1.090
53 O 1.430 -1.315 -4.529  C52 1.419, C54 1.434
54 C 0.504 -0.297 -4.124  O53 1.434, C55 1.536, H64 1.090, H65 1.090
55 C 1.315 0.523 -3.110  C54 1.536, N56 1.392, H66 1.090, H67 1.090
56 N 1.764 1.683 -3.735  C55 1.392, C57 1.426, H68 1.010
57 C 3.082 2.008 -3.297  N56 1.426, C58 1.540, H69 1.090, H70 1.090
58 C 3.174 2.725 -1.937  C57 1.540, O59 1.409, H71 1.090, H72 1.090
59 O 4.373 3.437 -1.732  C58 1.409, C60 1.458
60 C 4.705 4.038 -0.446  O59 1.458, H73 1.090, H74 1.090, H75 1.090
61 H 1.655 -3.226 -5.290  C52 1.090
62 H 0.355 -2.434 -5.978  C52 1.090
63 H 0.132 -3.019 -4.389  C52 1.090
64 H -0.305 -0.683 -3.504  C54 1.090
65 H 0.039 0.342 -4.874  C54 1.090
66 H 2.116 -0.170 -2.851  C55 1.090
67 H 0.687 0.648 -2.228  C55 1.090
68 H 2.023 1.454 -4.684  N56 1.010
69 H 3.432 2.779 -3.984  C57 1.090
70 H 3.760 1.158 -3.370  C57 1.090
71 H 3.032 2.027 -1.112  C58 1.090
72 H 2.374 3.453 -1.806  C58 1.090
73 H 3.841 4.530 0.001  C60 1.090
74 H 5.459 4.814 -0.580  C60 1.090
75 H 5.147 3.451 0.358  C60 1.090

For the HOMO-LUMO gap (alpha / beta), the calculation gives 8.597 / 2.755 eV. As for the molar mass: 404.59 g/mol. Its spin multiplicity is 2. The HOMO energy (alpha / beta) comes out at -11.0 / -11.0 eV. Its max |F| is 6.42 eV/A. Its net charge is +1.

=====

Density functional theory data (ωB97M-V/def2-TZVPD) for a cluster of 8 separate species, C18H48N8O12 in total.

Last columns: bonded neighbours and bond lengths (Å).
Cartesian coordinates (Å):
1 C 2.494 0.861 4.167  C2 1.524, H8 1.091, H9 1.090, H10 1.093
2 C 3.823 1.600 4.065  C1 1.524, O3 1.186, N4 1.512
3 O 4.321 1.978 3.057  C2 1.186
4 N 4.537 1.873 5.370  C2 1.512, H5 1.019, H6 1.022, C7 1.542
5 H 4.172 1.192 6.033  N4 1.019
6 H 5.537 1.702 5.251  N4 1.022
7 C 4.343 3.345 5.789  N4 1.542, H11 1.089, H12 1.086, H13 1.087
8 H 2.089 0.852 3.154  C1 1.091
9 H 1.767 1.264 4.872  C1 1.090
10 H 2.567 -0.208 4.385  C1 1.093
11 H 3.271 3.537 5.806  C7 1.089
12 H 4.776 3.963 5.008  C7 1.086
13 H 4.738 3.483 6.792  C7 1.087
14 C 3.958 -0.475 -3.747  C15 1.531, H21 1.088, H22 1.087, H23 1.094
15 C 3.648 -0.160 -2.281  C14 1.531, O16 1.194, N17 1.515
16 O 3.997 0.812 -1.681  C15 1.194
17 N 2.568 -1.055 -1.707  C15 1.515, H18 1.027, H19 1.037, C20 1.502
18 H 1.744 -0.464 -1.540  N17 1.027
19 H 2.310 -1.771 -2.412  N17 1.037
20 C 2.944 -1.564 -0.346  N17 1.502, H24 1.090, H25 1.086, H26 1.086
21 H 3.911 -1.527 -4.025  C14 1.088
22 H 4.894 -0.028 -4.074  C14 1.087
23 H 3.152 0.036 -4.282  C14 1.094
24 H 3.823 -2.204 -0.421  C20 1.090
25 H 2.122 -2.185 0.000  C20 1.086
26 H 3.218 -0.743 0.310  C20 1.086
27 C -1.061 -0.031 4.365  C28 1.504, H34 1.090, H35 1.089, H36 1.089
28 C -1.899 -1.197 3.917  C27 1.504, O29 1.189, N30 1.525
29 O -3.048 -1.140 3.613  C28 1.189
30 N -1.325 -2.585 4.181  C28 1.525, H31 1.018, H32 1.019, C33 1.549
31 H -1.782 -3.239 3.549  N30 1.018
32 H -0.337 -2.714 3.970  N30 1.019
33 C -1.686 -2.932 5.647  N30 1.549, H37 1.087, H38 1.087, H39 1.089
34 H -1.190 0.717 3.583  C27 1.090
35 H -0.040 -0.410 4.384  C27 1.089
36 H -1.440 0.392 5.294  C27 1.089
37 H -2.771 -2.980 5.649  C33 1.087
38 H -1.251 -2.196 6.319  C33 1.087
39 H -1.279 -3.899 5.941  C33 1.089
40 C -0.658 6.917 -2.182  C41 1.514, H47 1.090, H48 1.091, H49 1.090
41 C -0.192 5.516 -2.517  C40 1.514, O42 1.189, N43 1.531
42 O -0.642 4.783 -3.338  C41 1.189
43 N 1.147 5.084 -1.913  C41 1.531, H44 1.019, H45 1.018, C46 1.562
44 H 1.898 5.164 -2.597  N43 1.019
45 H 1.359 5.630 -1.081  N43 1.018
46 C 1.046 3.620 -1.375  N43 1.562, H50 1.090, H51 1.086, H52 1.084
47 H -0.982 6.909 -1.141  C40 1.090
48 H -1.532 7.071 -2.817  C40 1.091
49 H -0.001 7.711 -2.539  C40 1.090
50 H 2.103 3.359 -1.334  C46 1.090
51 H 0.633 2.988 -2.155  C46 1.086
52 H 0.511 3.580 -0.433  C46 1.084
53 C -4.083 -5.393 -0.647  C54 1.537, H60 1.087, H61 1.090, H62 1.092
54 C -3.919 -3.870 -0.765  C53 1.537, O55 1.192, N56 1.525
55 O -4.124 -3.311 -1.797  C54 1.192
56 N -3.445 -3.040 0.424  C54 1.525, H57 1.015, H58 1.026, C59 1.522
57 H -2.856 -3.611 1.022  N56 1.015
58 H -2.829 -2.343 -0.011  N56 1.026
59 C -4.669 -2.513 1.158  N56 1.522, H63 1.090, H64 1.088, H65 1.086
60 H -3.408 -5.986 -1.260  C53 1.087
61 H -5.131 -5.526 -0.914  C53 1.090
62 H -3.947 -5.646 0.407  C53 1.092
63 H -4.390 -1.746 1.880  C59 1.090
64 H -5.039 -3.353 1.743  C59 1.088
65 H -5.367 -2.092 0.440  C59 1.086
66 C -2.607 -1.796 -3.993  C67 1.524, H73 1.094, H74 1.087, H75 1.088
67 C -2.722 -0.296 -4.240  C66 1.524, O68 1.201, N69 1.498
68 O -3.750 0.292 -4.436  C67 1.201
69 N -1.421 0.433 -4.094  C67 1.498, H70 1.023, H71 1.027, C72 1.534
70 H -1.304 0.633 -3.098  N69 1.023
71 H -0.740 -0.311 -4.289  N69 1.027
72 C -1.130 1.668 -4.957  N69 1.534, H76 1.090, H77 1.084, H78 1.086
73 H -2.084 -2.178 -4.875  C66 1.094
74 H -3.570 -2.299 -4.021  C66 1.087
75 H -2.080 -2.006 -3.064  C66 1.088
76 H -0.064 1.791 -4.766  C72 1.090
77 H -1.704 2.509 -4.585  C72 1.084
78 H -1.248 1.275 -5.962  C72 1.086
79 N 0.943 -2.630 -4.057  O80 1.254, O81 1.260, O82 1.218
80 O 1.940 -3.092 -3.453  N79 1.254
81 O 0.611 -1.447 -3.778  N79 1.260
82 O 0.273 -3.307 -4.816  N79 1.218
83 N -0.596 -0.279 -0.435  O84 1.239, O85 1.238, O86 1.258
84 O -0.187 0.192 -1.506  N83 1.239
85 O -1.733 -0.768 -0.411  N83 1.238
86 O 0.077 -0.188 0.625  N83 1.258

For the HOMO-LUMO gap, the calculation gives 7.064 eV. As for the molar mass: 568.63 g/mol. The HOMO energy comes out at -17.0 eV. Its max |F| is 3.26 eV/A. Its net charge is +4.

=====

Question: Which formula does entry 1 have?
Answer: C18H48N2O7